Entry 1:
{"formula": "C4H6O2S2", "method": "ωB97M-V with the def2-TZVPD basis set", "total_charge": 0, "smiles": "COC(=O)C(=S)CS", "de_lowest_kcal_mol": 74.3, "homo_lumo_gap_ev": 7.955, "e_tot_ev": -30008.15829, "fmax_ev_per_a": 5.8, "elements": ["C", "O", "C", "O", "C", "S", "C", "S", "H", "H", "H", "H", "H", "H"], "coordinates": [[2.55, -0.14, -0.47], [1.41, 0.60, -0.42], [0.34, 0.06, 0.23], [0.37, -1.00, 0.74], [-0.98, 1.02, 0.38], [-0.92, 2.47, -0.28], [-2.27, 0.22, 0.67], [-2.46, -0.81, -0.80], [2.98, -0.30, 0.51], [3.34, 0.22, -1.44], [2.14, -1.26, -0.76], [-3.07, 0.84, 0.83], [-2.23, -0.59, 1.45], [-1.19, -1.33, -0.65]]}



Entry 2:
{"formula": "C28H85AsF6N7O11", "method": "ωB97M-V with the def2-TZVPD basis set", "total_charge": -1, "de_lowest_kcal_mol": 72.7, "homo_lumo_gap_ev": 8.818, "e_tot_ev": -140512.40481, "fmax_ev_per_a": 2.7, "elements": ["As", "F", "F", "F", "F", "F", "F", "O", "H", "H", "O", "H", "H", "O", "H", "H", "O", "H", "H", "C", "C", "C", "O", "C", "N", "H", "H", "H", "H", "H", "H", "H", "H", "H", "H", "H", "C", "C", "C", "O", "C", "N", "H", "H", "H", "H", "H", "H", "H", "H", "H", "H", "H", "C", "C", "C", "O", "C", "N", "H", "H", "H", "H", "H", "H", "H", "H", "H", "H", "H", "C", "C", "C", "O", "C", "N", "H", "H", "H", "H", "H", "H", "H", "H", "H", "H", "H", "C", "C", "C", "O", "C", "N", "H", "H", "H", "H", "H", "H", "H", "H", "H", "H", "H", "C", "C", "C", "O", "C", "N", "H", "H", "H", "H", "H", "H", "H", "H", "H", "H", "H", "C", "C", "C", "O", "C", "N", "H", "H", "H", "H", "H", "H", "H", "H", "H", "H", "H"], "coordinates": [[-13.25, 18.94, 5.20], [-13.27, 20.45, 6.10], [-14.50, 18.23, 6.19], [-13.27, 17.38, 4.34], [-12.14, 19.46, 3.97], [-11.97, 18.33, 6.21], [-14.60, 19.49, 4.21], [-17.12, 17.76, 5.31], [-16.15, 17.88, 5.39], [-17.46, 18.58, 4.91], [-14.65, 15.02, 7.65], [-14.80, 14.32, 6.99], [-15.08, 15.79, 7.28], [-14.99, 17.23, 9.34], [-15.86, 17.60, 9.17], [-14.41, 18.04, 9.43], [-12.53, 16.35, 8.73], [-11.98, 16.95, 9.24], [-12.29, 16.51, 7.82], [-8.27, 21.36, -1.35], [-7.93, 22.38, -0.25], [-7.61, 21.76, 1.13], [-8.75, 21.32, 1.85], [-8.41, 20.61, 3.02], [-6.89, 23.28, -0.70], [-7.39, 20.77, -1.62], [-8.62, 21.87, -2.25], [-9.15, 20.84, -0.98], [-8.84, 22.98, -0.14], [-7.12, 22.48, 1.80], [-6.98, 20.88, 0.92], [-7.57, 19.91, 2.95], [-9.29, 20.03, 3.32], [-8.27, 21.27, 3.87], [-6.19, 22.67, -1.13], [-6.31, 23.67, 0.04], [-20.44, 22.16, 1.29], [-19.78, 21.40, 0.12], [-18.25, 21.50, -0.02], [-17.59, 20.85, 1.03], [-16.16, 20.80, 0.81], [-20.11, 19.96, 0.04], [-20.16, 21.69, 2.24], [-21.52, 22.09, 1.20], [-19.97, 23.14, 1.41], [-20.10, 21.79, -0.85], [-18.03, 22.57, 0.03], [-17.98, 21.18, -1.03], [-15.86, 19.97, 0.18], [-15.77, 20.69, 1.82], [-15.88, 21.77, 0.40], [-19.30, 19.48, 0.43], [-20.91, 19.62, 0.55], [-16.94, 21.16, 6.44], [-17.52, 21.59, 5.11], [-16.79, 22.76, 4.48], [-17.66, 23.46, 3.61], [-17.00, 24.38, 2.77], [-17.61, 20.49, 4.15], [-15.92, 20.77, 6.35], [-17.45, 20.28, 6.84], [-16.96, 21.93, 7.20], [-18.52, 21.96, 5.33], [-15.89, 22.32, 4.01], [-16.49, 23.57, 5.15], [-17.66, 25.04, 2.23], [-16.36, 23.88, 2.04], [-16.31, 24.95, 3.41], [-17.99, 20.91, 3.30], [-16.64, 20.31, 3.90], [-13.49, 20.04, 11.07], [-13.75, 20.52, 9.62], [-13.03, 21.80, 9.26], [-11.63, 21.63, 9.35], [-10.90, 22.83, 9.62], [-13.24, 19.49, 8.73], [-12.54, 19.52, 11.26], [-14.26, 19.37, 11.44], [-13.45, 20.92, 11.71], [-14.84, 20.46, 9.62], [-13.44, 22.54, 9.95], [-13.35, 22.11, 8.26], [-10.45, 22.65, 10.59], [-11.55, 23.71, 9.62], [-10.07, 23.01, 8.93], [-13.40, 19.81, 7.76], [-12.23, 19.46, 8.85], [-5.83, 19.78, 7.28], [-6.54, 21.12, 7.41], [-7.64, 21.15, 8.46], [-8.64, 20.15, 8.34], [-9.41, 20.24, 7.16], [-5.57, 22.19, 7.57], [-6.47, 18.94, 7.02], [-5.29, 19.67, 8.22], [-5.04, 19.75, 6.52], [-7.04, 21.28, 6.44], [-8.04, 22.17, 8.51], [-7.21, 21.00, 9.45], [-9.37, 21.20, 6.65], [-10.47, 20.12, 7.42], [-9.17, 19.36, 6.55], [-4.87, 22.14, 6.85], [-5.81, 23.15, 7.75], [-13.02, 15.62, 1.66], [-14.51, 15.25, 1.57], [-14.75, 13.84, 0.93], [-13.92, 13.79, -0.22], [-13.99, 12.58, -0.96], [-15.06, 15.25, 2.92], [-12.46, 15.00, 0.95], [-12.63, 15.42, 2.66], [-12.84, 16.66, 1.41], [-14.97, 16.07, 1.01], [-15.78, 13.57, 0.69], [-14.55, 13.10, 1.72], [-13.49, 11.83, -0.34], [-13.44, 12.77, -1.88], [-15.04, 12.33, -1.14], [-14.78, 16.13, 3.35], [-16.06, 15.21, 2.79], [-7.95, 13.03, 3.78], [-9.45, 13.20, 4.05], [-9.92, 14.65, 4.05], [-9.08, 15.40, 4.90], [-9.43, 16.76, 4.98], [-10.10, 12.47, 2.94], [-7.66, 11.98, 3.78], [-7.42, 13.54, 4.58], [-7.66, 13.38, 2.78], [-9.65, 12.72, 5.01], [-10.96, 14.60, 4.41], [-9.96, 15.06, 3.03], [-9.46, 16.96, 6.06], [-10.46, 17.05, 4.73], [-8.74, 17.41, 4.45], [-11.10, 12.62, 2.98], [-9.68, 12.74, 2.07]]}



Entry 3:
{"formula": "C17H25N3O4S", "method": "ωB97M-V with the def2-TZVPD basis set", "total_charge": 0, "smiles": "CCCn1c(CCC(=O)O)nc2cc(S(=O)(=O)N(CC)CC)ccc21", "de_lowest_kcal_mol": 21.4, "homo_lumo_gap_ev": 9.560, "e_tot_ev": -41531.40239, "fmax_ev_per_a": 1.2, "elements": ["C", "C", "C", "N", "C", "C", "C", "C", "O", "O", "N", "C", "C", "C", "S", "O", "O", "N", "C", "C", "C", "C", "C", "C", "C", "H", "H", "H", "H", "H", "H", "H", "H", "H", "H", "H", "H", "H", "H", "H", "H", "H", "H", "H", "H", "H", "H", "H", "H", "H"], "coordinates": [[4.64, -1.59, -1.15], [4.62, -0.32, -0.31], [3.79, -0.48, 0.98], [2.40, -0.71, 0.69], [1.70, -1.88, 0.71], [2.27, -3.17, 1.19], [1.20, -4.24, 1.44], [0.72, -4.91, 0.15], [1.01, -6.05, -0.11], [-0.03, -4.17, -0.64], [0.46, -1.74, 0.31], [0.31, -0.42, -0.01], [-0.80, 0.27, -0.49], [-0.64, 1.62, -0.70], [-2.03, 2.55, -1.35], [-2.39, 2.02, -2.63], [-1.71, 3.95, -1.28], [-3.22, 2.12, -0.26], [-4.54, 1.85, -0.80], [-4.64, 0.40, -1.28], [-3.11, 2.77, 1.02], [-3.66, 4.19, 1.06], [0.55, 2.29, -0.45], [1.66, 1.62, 0.02], [1.53, 0.25, 0.23], [5.08, -2.41, -0.59], [3.64, -1.87, -1.46], [5.23, -1.43, -2.04], [5.63, -0.05, -0.02], [4.20, 0.50, -0.90], [4.17, -1.32, 1.56], [3.87, 0.43, 1.58], [3.00, -3.55, 0.46], [2.81, -2.99, 2.12], [0.35, -3.79, 1.95], [1.62, -5.02, 2.08], [-0.09, -3.23, -0.32], [-1.74, -0.21, -0.70], [-5.28, 2.03, -0.02], [-4.75, 2.52, -1.64], [-5.64, 0.20, -1.64], [-3.93, 0.24, -2.09], [-4.41, -0.28, -0.46], [-3.62, 2.14, 1.76], [-2.04, 2.78, 1.26], [-4.73, 4.20, 0.84], [-3.50, 4.62, 2.04], [-3.14, 4.80, 0.32], [0.58, 3.35, -0.64], [2.59, 2.14, 0.21]]}



Entry 4:
{"formula": "C5H10N2O", "method": "ωB97M-V with the def2-TZVPD basis set", "total_charge": 0, "smiles": "C=C(C=O)N(N)CC", "de_lowest_kcal_mol": 59.8, "homo_lumo_gap_ev": 8.988, "e_tot_ev": -10372.71315, "fmax_ev_per_a": 1.1, "elements": ["C", "C", "C", "O", "N", "N", "C", "C", "H", "H", "H", "H", "H", "H", "H", "H", "H", "H"], "coordinates": [[0.17, -0.99, 2.07], [0.17, -0.78, 0.74], [1.17, -1.48, -0.08], [2.30, -1.74, 0.26], [-0.82, -0.10, 0.06], [-1.89, 0.35, 0.85], [-0.52, 0.66, -1.15], [0.93, 1.14, -1.27], [-0.60, -0.60, 2.71], [0.94, -1.61, 2.51], [0.78, -1.81, -1.07], [-2.76, 0.25, 0.34], [-1.78, 1.33, 1.14], [-1.17, 1.53, -1.15], [-0.78, 0.06, -2.03], [1.25, 1.61, -0.34], [1.00, 1.87, -2.08], [1.61, 0.32, -1.50]]}